Entry 1:
Formula: C3H8NO2S2
Source: the OMol25 dataset
Level of theory: ωB97M-V with the def2-TZVPD basis set

For the relative energy (zero: lowest compared OMol25 entry of this formula, charge and spin), the calculation gives 166.6 kcal per mole. The value obtained for the HOMO energy is -13.6 eV. As for the charge: +1.

```
16
Properties=species:S:1:pos:R:3:mulliken_charge:R:1
S 3.446 3.383 0.915 -0.188
S 0.749 1.421 0.583 0.179
O -1.410 -2.579 -1.601 -0.452
O -2.351 -3.668 0.110 -0.414
N -0.860 -1.419 0.937 -0.195
C -1.905 -2.608 -0.514 0.589
C 0.665 1.678 -1.183 -0.706
C -1.991 -1.349 0.335 -0.016
H 1.247 2.570 -1.394 0.369
H 4.394 3.159 1.839 0.225
H -2.694 -0.669 0.811 0.430
H -0.392 1.763 -1.440 0.350
H -2.245 -4.509 -0.362 0.377
H 1.095 0.800 -1.644 0.324
H 2.590 2.539 1.534 0.111
H -0.336 -0.513 1.075 0.016
```

Entry 2:
Formula: C5H25N2O7
Source: the OMol25 dataset
Level of theory: ωB97M-V with the def2-TZVPD basis set

For the relative energy (zero: lowest compared OMol25 entry of this formula, charge and spin), the calculation gives 50.7 kcal per mole. The value obtained for the HOMO energy (alpha / beta) is -17.1 / -17.1 eV. The spin multiplicity is 2. The expectation value of S² is 0.76. As for the charge: +2.

```
39
Properties=species:S:1:pos:R:3:mulliken_charge:R:1
O 2.433 -0.461 -1.397 -0.433
O -1.462 -2.262 1.515 -0.472
O 0.090 3.733 1.432 -0.598
O 0.102 -3.666 -0.124 -0.640
O 2.460 1.237 0.768 -0.616
O -0.896 -1.057 3.780 -0.637
O 0.875 -0.589 1.353 -0.483
N -0.466 0.066 -1.486 0.199
N -0.992 1.156 1.570 -0.029
C -1.743 1.151 0.225 -0.888
C 1.733 -0.699 -2.304 -0.490
C -0.859 1.347 -0.950 -0.261
C 0.466 0.140 -2.551 0.523
C -0.417 -0.277 -3.746 -1.259
H 0.681 4.049 2.089 0.349
H -1.062 0.269 1.994 0.044
H 0.707 -2.971 -0.157 0.259
H 1.749 -0.188 1.019 0.261
H 2.142 -1.361 -3.105 0.379
H 0.013 0.284 -4.698 0.331
H 0.505 -4.424 -0.380 0.289
H 1.039 -0.874 2.213 0.324
H -1.390 1.921 2.168 0.421
H 0.713 3.287 0.777 0.314
H 3.249 1.268 1.214 0.293
H -0.940 -2.822 1.076 0.264
H -0.490 -0.625 -0.752 0.098
H 2.639 0.889 -0.138 0.420
H -0.277 -1.322 -3.892 0.412
H -2.374 0.277 0.286 0.474
H 0.005 1.309 1.417 0.330
H 0.183 1.935 -0.632 0.126
H -1.034 2.093 -1.733 0.522
H -2.533 2.016 0.259 0.393
H -1.412 -0.071 -3.510 0.416
H -1.238 -1.619 4.426 0.324
H -0.974 -1.455 2.930 0.274
H -2.086 -2.806 1.780 0.306
H 0.863 1.125 -2.739 0.462
```

Entry 3:
Formula: C6H32O10
Source: the OMol25 dataset
Level of theory: ωB97M-V with the def2-TZVPD basis set

For the relative energy (zero: lowest compared OMol25 entry of this formula, charge and spin), the calculation gives 15.8 kcal per mole. The value obtained for the HOMO energy is -9.7 eV. Its structure (SMILES) is C=CCCCC.O.O.O.O.O.O.O.O.O.O.

```
48
Properties=species:S:1:pos:R:3:mulliken_charge:R:1
O -2.124 1.914 1.260 -0.551
O -1.733 0.061 3.316 -0.777
O 0.333 -2.267 -0.473 -0.653
O -0.023 -1.951 -3.531 -0.656
O 1.157 -0.982 1.944 -0.597
O -2.902 -0.249 -0.020 -0.782
O 1.428 1.466 3.307 -0.750
O -1.835 -1.993 1.617 -0.857
O 0.196 3.264 1.641 -0.866
O -2.425 -2.478 -1.610 -0.665
C -0.502 1.941 -1.343 -1.272
C 2.590 -0.259 -2.510 0.113
C 1.833 1.256 -0.736 -0.941
C 2.515 1.176 -2.121 -0.745
C 3.409 -1.132 -1.928 -1.144
C 0.364 0.819 -0.805 1.166
H 4.097 -1.117 -1.098 0.294
H 2.461 0.656 -0.072 0.293
H 0.847 -2.843 -1.045 0.318
H 0.355 -0.034 -1.484 -0.540
H 1.033 -1.516 2.727 0.272
H 2.157 -0.586 -3.460 0.413
H 1.044 2.221 2.783 0.460
H 3.374 -2.186 -2.240 0.326
H 0.593 2.793 0.898 0.285
H -1.733 -0.852 2.943 0.416
H -0.969 -1.827 1.238 0.389
H -2.257 1.178 1.893 0.379
H -2.481 -1.465 1.089 0.474
H -1.558 1.708 -1.516 0.475
H -0.806 0.308 3.286 0.319
H -2.249 0.473 -0.112 0.145
H -0.737 2.986 1.413 0.473
H 0.874 -1.892 0.253 0.264
H 1.852 1.689 -2.852 0.199
H -0.030 -1.739 -2.600 0.192
H -3.030 -0.602 -0.918 0.428
H 3.507 1.617 -2.144 0.448
H 0.026 0.446 0.166 0.209
H 0.851 1.370 4.073 0.276
H -3.019 -2.864 -0.944 0.395
H 1.957 2.300 -0.370 0.692
H -1.696 -2.222 -0.999 0.301
H -2.895 2.481 1.196 0.244
H -0.180 2.343 -2.298 0.402
H -0.823 -2.482 -3.669 0.279
H 1.297 -0.042 2.195 0.195
H -0.371 2.751 -0.627 0.261
```

Entry 4:
Formula: C44H77AsGeN4O5S2Si3Y
Source: the OMol25 dataset
Level of theory: ωB97M-V with the def2-TZVPD basis set

The value obtained for the HOMO energy (alpha / beta) is -13.1 / -13.1 eV. The spin multiplicity is 2. The expectation value of S² is 0.75. As for the charge: +2.

```
138
Properties=species:S:1:pos:R:3:mulliken_charge:R:1
Y 0.044 -0.025 -0.336 0.311
As -0.219 0.724 3.893 0.664
Ge 0.316 1.950 -2.588 -0.692
S 2.826 -0.601 -0.317 -0.457
S 0.857 -2.166 1.632 0.250
Si -1.005 2.936 4.706 0.477
Si -1.660 -0.898 4.935 0.437
Si 1.991 0.223 4.948 0.239
O -1.191 -1.900 -0.780 -0.503
O -2.430 0.993 2.372 -1.143
O 0.624 0.001 -2.481 0.530
O 1.174 1.839 -0.756 1.063
O -1.313 1.642 -1.533 0.890
N 2.890 -3.832 1.893 0.792
N 4.698 -1.918 0.984 0.199
N -4.082 -0.298 1.465 0.513
N -1.846 -0.448 0.767 0.847
C -2.764 0.123 1.563 -0.190
C -3.500 0.986 -2.308 -1.277
C 7.220 -3.719 -1.924 -0.839
C 3.390 1.054 3.941 -0.820
C -3.187 2.894 -0.682 -1.274
C 8.576 -3.548 -1.696 -0.430
C 3.496 -8.138 3.516 -0.769
C 2.321 -1.659 4.897 -0.056
C -0.846 2.794 6.612 -0.988
C 2.651 -8.263 1.277 -0.726
C 8.093 -1.799 -0.127 -0.337
C -5.124 0.445 2.149 -1.144
C 6.734 -1.964 -0.355 0.236
C 3.109 -6.810 3.586 0.017
C 2.447 -2.675 1.416 -1.113
C 2.488 -6.198 2.503 -0.380
C 9.011 -2.586 -0.802 -0.693
C 5.724 -1.101 0.363 -0.700
C -4.397 -1.360 0.682 -0.566
C 1.209 4.273 -0.569 -2.048
C 2.265 -6.935 1.345 -0.398
C 2.022 -4.767 2.595 -0.527
C 2.107 0.786 6.770 -1.173
C 3.297 2.915 -0.397 -1.576
C -1.081 -1.231 6.730 -1.084
C -0.582 -1.096 -4.260 -1.552
C 5.125 -2.924 1.936 -0.985
C 1.795 2.937 -0.104 1.408
C -3.486 -0.384 5.105 -0.865
C 3.270 -8.867 2.360 -0.458
C 3.400 -1.780 0.724 -0.139
C -3.470 -2.012 -0.057 -1.072
C -2.136 -1.488 -0.062 0.689
C 1.743 -0.169 -4.614 -1.804
C -2.786 3.406 4.224 -0.778
C 4.289 -4.178 1.735 -0.536
C 6.303 -2.923 -1.263 0.040
C 0.787 -0.842 -3.627 1.484
C -2.488 3.140 -3.058 -2.131
C 0.145 4.327 4.091 -1.163
C 1.555 2.734 1.393 -0.224
C 1.389 -2.168 -3.146 -1.590
C -1.564 -2.522 3.944 -0.451
C -2.596 2.155 -1.890 1.396
H 4.461 -4.597 0.736 0.259
H 0.129 4.277 -0.430 0.194
H -3.620 0.691 5.083 0.067
H -2.633 3.813 -0.499 0.316
H 4.997 -2.543 2.959 0.232
H -3.529 2.759 4.681 0.305
H -3.714 -2.849 -0.690 0.604
H 2.404 -2.005 -2.780 0.309
H 1.973 -4.463 3.647 0.091
H 3.756 2.027 0.034 0.092
H 1.936 -2.101 3.986 -0.806
H 3.561 -9.905 2.310 0.414
H 5.246 -3.038 -1.462 0.455
H 9.293 -4.161 -2.218 0.416
H -1.763 -2.355 2.887 -0.093
H 3.964 -8.608 4.367 0.423
H -2.290 -3.245 4.308 0.552
H -3.787 0.386 -1.445 0.084
H 8.436 -1.044 0.566 0.396
H 1.647 5.092 -0.005 0.497
H 0.181 2.930 6.934 0.304
H -1.436 3.574 7.085 0.472
H 1.774 -6.467 0.503 0.492
H 1.283 0.726 -5.038 0.433
H 1.433 -2.876 -3.968 0.571
H -5.743 -0.223 2.749 0.444
H -4.396 1.359 -2.798 0.578
H 3.242 2.126 3.854 0.306
H -0.512 -1.800 -5.084 0.556
H 6.181 -3.142 1.771 0.508
H -2.923 3.359 3.149 0.022
H 2.101 3.480 1.962 0.864
H 5.230 -0.427 -0.342 0.269
H 2.653 0.122 -4.089 0.320
H -0.028 5.218 4.684 0.506
H -0.056 4.592 3.059 0.317
H -1.160 -0.338 7.344 0.313
H -0.991 -0.159 -4.636 0.303
H 2.458 -8.834 0.383 0.417
H 1.439 4.419 -1.626 0.555
H 1.020 -4.673 2.166 0.911
H -4.225 3.150 -0.872 0.492
H -2.958 0.352 -3.008 0.093
H 3.443 2.896 -1.475 0.434
H 1.996 -0.852 -5.420 0.467
H -3.003 4.422 4.545 0.546
H 1.872 -2.176 5.738 0.513
H -0.069 -1.607 6.812 0.227
H -1.785 3.938 -2.813 0.479
H 3.390 -1.853 4.942 0.540
H -2.132 2.629 -3.953 0.473
H 1.198 4.080 4.181 0.264
H 0.484 2.808 1.604 -0.334
H 4.344 0.906 4.440 0.514
H -0.581 -2.976 4.021 -0.044
H 1.910 1.735 1.673 -0.906
H -3.890 -0.751 6.044 0.547
H -3.457 3.582 -3.273 0.504
H 2.946 0.278 7.237 0.413
H 0.775 -2.592 -2.346 0.160
H 6.223 -0.511 1.139 0.327
H 4.548 -4.939 2.472 0.591
H 3.276 -6.247 4.494 0.440
H 2.288 1.852 6.860 0.357
H 3.764 3.804 0.018 0.508
H -5.757 0.956 1.421 0.353
H -1.251 -1.506 -3.502 0.154
H -1.200 1.839 6.991 0.153
H 1.222 0.543 7.346 0.364
H 6.881 -4.465 -2.626 0.432
H -1.743 -1.973 7.166 0.447
H -3.130 2.276 0.211 0.022
H -4.082 -0.817 4.311 0.225
H -4.651 1.183 2.795 0.266
H 10.065 -2.440 -0.630 0.413
H 3.477 0.641 2.938 -0.077
H -5.437 -1.656 0.686 0.538
```

Entry 5:
Formula: C2H5OS
Source: the OMol25 dataset
Level of theory: ωB97M-V with the def2-TZVPD basis set

For the relative energy (zero: lowest compared OMol25 entry of this formula, charge and spin), the calculation gives 14.3 kcal per mole. The value obtained for the HOMO energy is -2.4 eV. As for the charge: -1.

```
9
Properties=species:S:1:pos:R:3:mulliken_charge:R:1
S 3.982 -2.146 0.591 -0.922
O -1.870 2.186 -0.515 -0.493
C -1.037 1.298 -0.308 0.131
C -1.440 -0.128 -0.114 -0.760
H -2.454 -0.307 -0.669 0.233
H -0.773 -0.728 -0.720 0.296
H 4.944 -1.329 0.976 -0.076
H 0.068 1.633 -0.167 0.337
H -1.421 -0.479 0.926 0.254
```

Entry 6:
Formula: C3H6OS
Source: the OMol25 dataset
Level of theory: ωB97M-V with the def2-TZVPD basis set

For the relative energy (zero: lowest compared OMol25 entry of this formula, charge and spin), the calculation gives 96.5 kcal per mole. The value obtained for the HOMO energy is -9.2 eV.

```
11
Properties=species:S:1:pos:R:3:mulliken_charge:R:1
S 2.617 0.235 0.135 -0.307
O -0.260 1.712 -0.023 -0.574
C 1.220 -0.284 -0.303 -0.165
C -0.022 0.359 -0.334 0.381
C -1.092 -0.551 0.346 -0.964
H 0.700 1.927 0.972 0.355
H -0.833 -0.897 1.436 0.263
H 0.792 -1.349 -0.707 0.152
H -1.994 0.022 0.059 0.302
H -1.064 -1.561 -0.172 0.350
H -0.065 0.388 -1.408 0.207
```

Entry 7:
Formula: C3HNO4S
Source: the OMol25 dataset
Level of theory: ωB97M-V with the def2-TZVPD basis set

For the relative energy (zero: lowest compared OMol25 entry of this formula, charge and spin), the calculation gives 19.1 kcal per mole. The value obtained for the HOMO energy (alpha / beta) is 0.2 / 0.2 eV. As for the charge: -2.

```
10
Properties=species:S:1:pos:R:3:mulliken_charge:R:1
S -2.040 0.714 -1.418 -0.548
O 2.131 1.049 -0.180 -0.695
O 0.881 0.804 1.728 -0.662
O -1.755 0.726 1.220 -0.374
O 0.329 -2.474 -0.610 -0.572
N 0.160 -1.512 0.245 -0.365
C 0.274 -0.275 -0.281 -0.158
C 1.202 0.673 0.529 0.436
C -1.540 0.538 0.087 0.271
H 0.359 -0.244 -1.320 0.667
```

Entry 8:
Formula: C7H8F3NO
Source: the OMol25 dataset
Level of theory: ωB97M-V with the def2-TZVPD basis set

For the relative energy (zero: lowest compared OMol25 entry of this formula, charge and spin), the calculation gives 60.5 kcal per mole. The value obtained for the HOMO energy (alpha / beta) is -9.5 / -9.5 eV.

```
20
Properties=species:S:1:pos:R:3:mulliken_charge:R:1
F -1.238 -1.707 1.092 -0.303
F 3.128 0.422 0.461 -0.292
F 1.725 1.022 -1.015 -0.349
O -0.656 0.122 -1.820 -0.445
N 0.963 0.136 1.001 -0.466
C 1.802 -1.355 -0.581 -0.642
C -0.511 -1.131 0.133 0.999
C 0.539 1.443 1.192 -0.827
C -2.634 0.496 -0.455 -1.173
C 0.585 -1.880 -0.470 -0.656
C -1.235 -0.098 -0.778 0.409
C 1.908 0.015 0.046 1.284
H -0.337 1.644 0.643 0.187
H -2.737 1.406 -1.049 0.339
H 0.417 -2.941 -0.841 0.293
H 0.200 1.570 2.319 0.236
H 2.845 -1.778 -0.893 0.306
H -3.479 -0.206 -0.600 0.368
H 1.373 2.070 0.976 0.414
H -2.659 0.751 0.641 0.318
```

no.,E_tot (hartree),strongest force on any atom (Eh/bohr)
1,-1120.22639,0.0777
2,-840.95540,0.1421
3,-1000.19253,0.0398
4,-8333.82175,0.0311
5,-552.63457,0.0520
6,-591.17928,0.1305
7,-868.73394,0.0599
8,-700.99414,0.0870